1.
{"formula": "C24H20N3OPS2Sr", "method": "ωB97M-V/def2-TZVPD", "species": ["Sr", "O", "C", "N", "C", "C", "C", "C", "C", "C", "N", "C", "C", "C", "C", "C", "N", "H", "H", "H", "H", "H", "H", "H", "H", "H", "H", "S", "P", "S", "C", "C", "C", "C", "C", "C", "C", "C", "C", "C", "C", "C", "H", "H", "H", "H", "H", "H", "H", "H", "H", "H"], "xyz": [[-0.75, -0.68, -0.51], [1.94, 1.92, -2.72], [1.54, 0.84, -2.27], [0.38, 0.23, -2.51], [-0.48, 1.02, -3.37], [-1.82, 0.37, -3.60], [-2.58, 0.69, -4.72], [-3.83, 0.15, -4.88], [-4.32, -0.72, -3.91], [-3.51, -1.00, -2.83], [-2.29, -0.48, -2.67], [2.45, 0.11, -1.31], [3.80, 0.43, -1.29], [4.64, -0.20, -0.39], [4.10, -1.13, 0.49], [2.74, -1.39, 0.41], [1.93, -0.79, -0.46], [-0.02, 1.24, -4.34], [-0.67, 2.01, -2.93], [-2.17, 1.37, -5.45], [-4.43, 0.39, -5.75], [-5.30, -1.17, -3.99], [-3.85, -1.67, -2.05], [4.15, 1.19, -1.98], [5.70, 0.04, -0.36], [4.71, -1.64, 1.22], [2.29, -2.10, 1.09], [-2.79, 1.77, 3.90], [-1.63, 1.25, 2.43], [-2.08, 1.74, 0.52], [0.13, 1.63, 2.74], [1.02, 1.88, 1.70], [2.38, 2.03, 1.95], [2.85, 1.95, 3.25], [1.97, 1.73, 4.30], [0.61, 1.58, 4.05], [-1.55, -0.60, 2.29], [-2.70, -1.25, 1.84], [-2.67, -2.58, 1.46], [-1.48, -3.30, 1.56], [-0.34, -2.69, 2.07], [-0.38, -1.34, 2.45], [0.65, 1.98, 0.69], [3.05, 2.23, 1.13], [3.91, 2.07, 3.45], [2.33, 1.69, 5.32], [-0.09, 1.42, 4.86], [-3.62, -0.67, 1.74], [-3.56, -3.07, 1.10], [-1.44, -4.35, 1.26], [0.57, -3.26, 2.19], [0.52, -0.87, 2.82]], "homo_lumo_gap_ev": 7.730, "de_lowest_kcal_mol": 14.8, "e_tot_ev": -63530.355, "mol_weight_da": 549.17, "largest_force_ha_per_bohr": 0.007}

=====

2.
{"formula": "C24H21BBrN2O9", "method": "ωB97M-V/def2-TZVPD", "species": ["Br", "C", "C", "C", "N", "C", "C", "C", "C", "C", "C", "N", "C", "O", "C", "C", "C", "C", "C", "C", "C", "C", "C", "C", "H", "H", "H", "H", "H", "H", "H", "H", "H", "H", "H", "H", "H", "H", "H", "H", "H", "H", "H", "H", "H", "B", "O", "C", "O", "C", "O", "O", "O", "C", "O", "C", "O", "O"], "xyz": [[5.36, 0.76, 2.10], [6.23, -0.98, 2.06], [6.35, -1.49, 0.61], [5.29, -2.54, 0.29], [3.93, -1.96, 0.47], [3.52, -1.03, -0.40], [2.29, -0.44, -0.26], [1.46, -0.80, 0.80], [0.16, -0.11, 0.93], [-0.23, 0.47, 2.13], [-1.44, 1.12, 2.20], [-2.25, 1.21, 1.14], [-3.52, 1.95, 1.19], [-3.44, 3.22, 0.58], [-2.19, 3.80, 0.51], [-1.50, 3.78, -0.70], [-0.23, 4.34, -0.81], [0.36, 4.92, 0.31], [-0.33, 4.96, 1.52], [-1.60, 4.41, 1.61], [-1.89, 0.63, -0.02], [-0.70, -0.04, -0.16], [1.89, -1.78, 1.67], [3.14, -2.35, 1.48], [7.19, -0.92, 2.56], [5.62, -1.66, 2.65], [6.28, -0.65, -0.07], [7.32, -1.96, 0.49], [5.39, -3.41, 0.92], [5.38, -2.81, -0.76], [4.17, -0.76, -1.22], [1.97, 0.32, -0.96], [0.39, 0.44, 3.02], [-1.75, 1.59, 3.12], [-4.28, 1.38, 0.66], [-3.83, 2.06, 2.22], [-1.98, 3.31, -1.55], [0.27, 4.29, -1.76], [1.36, 5.33, 0.22], [0.15, 5.42, 2.36], [-2.15, 4.44, 2.55], [-2.57, 0.71, -0.85], [-0.50, -0.47, -1.13], [1.26, -2.10, 2.49], [3.52, -3.10, 2.15], [-4.16, -2.59, -2.81], [-3.97, -3.70, -3.75], [-4.22, -4.85, -3.11], [-4.15, -5.94, -3.59], [-4.58, -4.51, -1.66], [-4.85, -5.29, -0.80], [-4.54, -3.18, -1.53], [-2.91, -1.79, -2.67], [-3.16, -0.55, -3.00], [-2.35, 0.34, -2.96], [-4.63, -0.43, -3.41], [-5.17, 0.58, -3.75], [-5.18, -1.62, -3.29]], "homo_lumo_gap_ev": 5.202, "e_tot_ev": -117352.690, "charge": 1, "mol_weight_da": 572.15, "largest_force_ha_per_bohr": 0.020}

=====

3.
{"formula": "C24H21BCl2N6O2ReS", "method": "ωB97M-V/def2-TZVPD", "species": ["Re", "C", "C", "N", "N", "C", "B", "N", "C", "C", "C", "N", "N", "C", "C", "C", "N", "H", "H", "H", "H", "H", "H", "H", "H", "H", "H", "Cl", "C", "Cl", "C", "O", "O", "H", "S", "C", "C", "C", "C", "C", "C", "H", "H", "H", "H", "H", "C", "C", "C", "C", "C", "C", "C", "H", "H", "H", "H", "H"], "xyz": [[0.27, 0.12, 0.32], [-3.80, -0.52, -0.89], [-2.46, -0.88, -0.96], [-1.72, 0.05, -0.34], [-2.56, 0.99, 0.13], [-3.81, 0.67, -0.19], [-2.00, 2.26, 0.82], [-0.92, 2.79, -0.17], [-0.97, 3.84, -0.99], [0.10, 3.75, -1.88], [0.75, 2.57, -1.54], [0.12, 2.01, -0.49], [-1.32, 1.82, 2.13], [-1.63, 2.14, 3.40], [-0.86, 1.36, 4.24], [-0.09, 0.56, 3.40], [-0.38, 0.85, 2.14], [-4.64, -1.06, -1.29], [-2.01, -1.75, -1.41], [-4.63, 1.31, 0.10], [-2.83, 3.08, 1.02], [-1.74, 4.58, -0.91], [0.35, 4.44, -2.66], [1.62, 2.12, -1.97], [-2.37, 2.89, 3.62], [-0.87, 1.35, 5.32], [0.63, -0.20, 3.63], [-0.25, -4.67, 2.08], [-1.60, -3.76, 1.37], [-1.95, -4.32, -0.27], [-1.26, -2.26, 1.36], [-1.97, -1.50, 2.00], [-0.26, -1.93, 0.60], [-2.47, -3.95, 1.98], [2.52, 1.11, 1.41], [3.83, 1.57, 0.28], [3.81, 2.90, -0.14], [4.84, 3.37, -0.95], [5.85, 2.51, -1.35], [5.85, 1.18, -0.94], [4.84, 0.71, -0.11], [3.02, 3.56, 0.19], [4.84, 4.40, -1.27], [6.65, 2.88, -1.98], [6.64, 0.52, -1.25], [4.86, -0.32, 0.22], [2.03, -0.52, 1.00], [2.84, -1.67, 1.26], [2.63, -2.86, 0.55], [3.40, -3.98, 0.83], [4.37, -3.93, 1.82], [4.59, -2.75, 2.53], [3.85, -1.63, 2.24], [1.88, -2.90, -0.22], [3.22, -4.90, 0.29], [4.95, -4.82, 2.04], [5.35, -2.72, 3.30], [4.02, -0.71, 2.78]], "homo_lumo_gap_ev": 6.859, "de_lowest_kcal_mol": 13.5, "e_tot_ev": -76947.043, "charge": 1, "mol_weight_da": 725.46, "largest_force_ha_per_bohr": 0.067}

=====

4.
{"formula": "C24H21BClCsN10O6", "method": "ωB97M-V/def2-TZVPD", "species": ["Cs", "C", "C", "N", "N", "C", "B", "N", "C", "C", "C", "N", "N", "C", "C", "C", "N", "N", "C", "C", "C", "N", "H", "H", "H", "H", "H", "H", "H", "H", "H", "H", "H", "H", "O", "C", "C", "O", "C", "C", "O", "C", "O", "O", "C", "C", "C", "C", "N", "C", "C", "H", "H", "H", "H", "H", "H", "H", "Cl", "C", "H", "H", "O", "N"], "xyz": [[-0.72, -0.42, 0.09], [0.65, 2.85, 4.03], [0.53, 2.65, 2.64], [0.67, 1.37, 2.31], [0.89, 0.73, 3.48], [0.88, 1.59, 4.52], [1.07, -0.80, 3.53], [2.20, -1.23, 2.55], [2.77, -2.46, 2.48], [3.80, -2.41, 1.58], [3.80, -1.07, 1.14], [2.84, -0.37, 1.73], [-0.28, -1.49, 3.21], [-0.61, -2.80, 3.33], [-1.91, -2.95, 2.90], [-2.30, -1.65, 2.53], [-1.32, -0.78, 2.72], [1.54, -1.20, 4.95], [2.79, -0.98, 5.43], [2.81, -1.41, 6.74], [1.51, -1.89, 6.96], [0.75, -1.77, 5.88], [0.58, 3.77, 4.58], [0.33, 3.39, 1.87], [1.03, 1.24, 5.53], [2.41, -3.28, 3.09], [4.46, -3.21, 1.28], [4.45, -0.59, 0.42], [0.08, -3.51, 3.76], [-2.49, -3.86, 2.88], [-3.26, -1.31, 2.15], [3.55, -0.54, 4.81], [3.64, -1.38, 7.42], [1.09, -2.33, 7.86], [-4.61, -4.31, -3.43], [-3.85, -3.61, -2.80], [-4.21, -2.70, -1.64], [-5.19, -2.75, -0.95], [-3.05, -1.74, -1.50], [-1.85, -2.46, -2.04], [-0.69, -2.31, -1.66], [-2.35, -3.47, -3.03], [-1.69, -4.08, -3.84], [-3.09, -0.58, -1.09], [5.19, -3.66, -3.84], [4.16, -2.88, -3.08], [3.32, -3.48, -2.15], [2.38, -2.71, -1.48], [2.22, -1.40, -1.67], [3.02, -0.83, -2.57], [3.99, -1.51, -3.29], [5.26, -4.69, -3.47], [6.17, -3.20, -3.75], [4.94, -3.70, -4.90], [3.40, -4.54, -1.94], [1.71, -3.17, -0.76], [2.89, 0.24, -2.72], [4.61, -0.99, -4.01], [1.08, 2.29, -2.90], [0.73, 2.89, -1.28], [1.23, 3.84, -1.13], [1.09, 2.17, -0.54], [-1.07, 3.77, -0.29], [-0.75, 3.00, -1.13]], "homo_lumo_gap_ev": [6.754, 6.989], "de_lowest_kcal_mol": 51.3, "e_tot_ev": -66162.270, "s2": 0.77, "charge": -1, "mol_weight_da": 724.67, "largest_force_ha_per_bohr": 0.050, "multiplicity": 2}

=====

5.
{"formula": "C24H21BMnN11", "method": "ωB97M-V/def2-TZVPD", "species": ["Mn", "C", "C", "N", "N", "C", "B", "N", "C", "C", "C", "N", "N", "C", "C", "C", "N", "N", "C", "C", "C", "N", "H", "H", "H", "H", "H", "H", "H", "H", "H", "H", "H", "H", "N", "C", "C", "C", "C", "C", "C", "N", "C", "C", "C", "C", "N", "C", "C", "H", "H", "H", "H", "H", "H", "H", "H", "H"], "xyz": [[1.17, 1.80, 0.13], [-2.71, 1.94, 1.98], [-1.34, 1.73, 2.11], [-0.72, 2.09, 0.98], [-1.67, 2.54, 0.12], [-2.87, 2.45, 0.71], [-1.28, 3.16, -1.26], [-0.06, 4.10, -0.96], [0.09, 5.41, -1.18], [1.34, 5.80, -0.73], [1.90, 4.64, -0.22], [1.05, 3.62, -0.37], [-0.73, 2.03, -2.17], [-1.13, 1.54, -3.36], [-0.20, 0.60, -3.78], [0.75, 0.57, -2.78], [0.42, 1.43, -1.81], [-2.45, 3.98, -1.76], [-3.27, 3.99, -2.84], [-4.23, 4.95, -2.65], [-3.92, 5.51, -1.40], [-2.86, 4.94, -0.91], [-3.47, 1.74, 2.71], [-0.79, 1.36, 2.95], [-3.77, 2.76, 0.22], [-0.68, 6.00, -1.64], [1.76, 6.78, -0.76], [2.87, 4.50, 0.23], [-2.02, 1.84, -3.84], [-0.22, 0.03, -4.69], [1.65, -0.01, -2.73], [-3.14, 3.35, -3.69], [-5.02, 5.23, -3.31], [-4.42, 6.31, -0.88], [2.80, -4.82, 1.82], [2.41, -6.11, 2.04], [3.10, -7.26, 2.40], [2.36, -8.42, 2.53], [0.97, -8.45, 2.30], [0.28, -7.32, 1.94], [1.01, -6.12, 1.80], [0.61, -4.89, 1.45], [1.68, -4.12, 1.47], [1.61, -2.72, 1.15], [0.35, -2.21, 0.78], [0.22, -0.88, 0.49], [1.25, -0.01, 0.55], [2.45, -0.50, 0.89], [2.69, -1.82, 1.18], [3.74, -4.47, 1.91], [4.17, -7.26, 2.57], [2.86, -9.33, 2.82], [0.45, -9.38, 2.42], [-0.79, -7.33, 1.77], [-0.49, -2.88, 0.74], [-0.74, -0.47, 0.19], [3.27, 0.23, 0.92], [3.68, -2.14, 1.43]], "homo_lumo_gap_ev": [4.165, 5.226], "de_lowest_kcal_mol": 0.0, "e_tot_ev": -73604.435, "s2": 6.06, "charge": 2, "mol_weight_da": 529.26, "largest_force_ha_per_bohr": 0.053, "multiplicity": 5}

=====

6.
{"formula": "C24H21Cl3IrN5O3", "method": "ωB97M-V/def2-TZVPD", "species": ["Ir", "N", "C", "N", "C", "N", "N", "C", "C", "C", "C", "C", "C", "N", "C", "C", "C", "C", "C", "C", "H", "H", "H", "H", "H", "H", "H", "H", "H", "H", "H", "Cl", "C", "Cl", "H", "H", "C", "C", "C", "C", "Cl", "C", "C", "C", "O", "C", "C", "O", "O", "H", "H", "H", "H", "H", "H", "H", "H"], "xyz": [[-0.13, 2.05, 0.30], [-3.07, -0.55, -1.69], [-2.51, 0.33, -0.91], [-1.37, 0.95, -1.20], [-0.70, 0.61, -2.39], [0.44, 1.13, -2.68], [0.93, 1.89, -1.65], [1.91, 2.67, -1.87], [2.43, 3.41, -0.73], [3.60, 4.13, -0.77], [4.06, 4.75, 0.39], [3.32, 4.61, 1.55], [2.14, 3.89, 1.53], [1.71, 3.31, 0.40], [-1.32, -0.34, -3.30], [-0.75, -0.68, -4.54], [-1.38, -1.59, -5.35], [-2.57, -2.19, -4.95], [-3.15, -1.86, -3.74], [-2.52, -0.93, -2.94], [-3.96, -0.94, -1.42], [-3.03, 0.58, 0.00], [2.34, 2.76, -2.86], [4.15, 4.20, -1.70], [4.98, 5.32, 0.38], [3.65, 5.07, 2.48], [1.53, 3.77, 2.41], [0.17, -0.20, -4.84], [-0.95, -1.84, -6.31], [-3.06, -2.91, -5.59], [-4.10, -2.30, -3.44], [-1.24, 4.33, -0.95], [-2.20, 4.74, 0.51], [-1.83, 3.54, 1.80], [-3.25, 4.68, 0.27], [-1.91, 5.71, 0.86], [2.36, -4.46, 2.03], [0.90, -4.26, 2.30], [0.00, -5.28, 2.22], [-1.36, -5.05, 2.52], [-2.44, -6.32, 2.47], [-1.84, -3.75, 2.88], [-0.98, -2.72, 2.96], [0.40, -2.96, 2.68], [1.33, -2.05, 2.81], [1.09, -0.67, 3.14], [0.56, 0.20, 2.03], [0.62, 1.44, 2.27], [0.11, -0.22, 0.93], [2.54, -5.39, 1.50], [2.91, -4.49, 2.98], [2.78, -3.63, 1.46], [0.33, -6.27, 1.94], [-2.89, -3.62, 3.11], [-1.32, -1.74, 3.26], [2.07, -0.28, 3.39], [0.47, -0.58, 4.03]], "homo_lumo_gap_ev": [7.545, 5.105], "de_lowest_kcal_mol": 21.5, "e_tot_ev": -79199.004, "s2": 8.78, "charge": 3, "mol_weight_da": 726.04, "largest_force_ha_per_bohr": 0.026, "multiplicity": 6}

=====

7.
{"formula": "C24H21ClCoN2OSe3SiTe", "method": "ωB97M-V/def2-TZVPD", "species": ["Co", "Cl", "C", "C", "C", "C", "O", "C", "C", "N", "C", "C", "C", "C", "C", "C", "C", "C", "N", "C", "C", "H", "H", "H", "H", "H", "H", "H", "H", "H", "H", "Se", "Se", "Te", "Se", "C", "Si", "C", "C", "C", "C", "C", "C", "C", "H", "H", "H", "H", "H", "H", "H", "H", "H", "H", "H"], "xyz": [[0.14, 1.67, -0.37], [2.59, -4.36, 3.85], [1.61, -3.37, 2.78], [0.65, -3.97, 1.99], [-0.10, -3.15, 1.15], [0.09, -1.77, 1.08], [-0.65, -1.02, 0.21], [1.06, -1.15, 1.92], [1.35, 0.24, 2.06], [0.74, 1.27, 1.46], [1.01, 2.55, 1.88], [2.08, 2.99, 2.65], [2.17, 4.34, 3.05], [1.21, 5.26, 2.73], [0.10, 4.86, 1.94], [-0.95, 5.71, 1.55], [-1.97, 5.24, 0.77], [-1.92, 3.92, 0.32], [-0.96, 3.09, 0.66], [0.03, 3.53, 1.49], [1.81, -2.01, 2.75], [0.49, -5.04, 2.01], [-0.83, -3.61, 0.50], [2.10, 0.46, 2.81], [2.86, 2.30, 2.94], [3.03, 4.65, 3.63], [1.30, 6.29, 3.04], [-0.93, 6.75, 1.87], [-2.78, 5.88, 0.46], [-2.67, 3.53, -0.36], [2.57, -1.58, 3.39], [2.04, 0.53, -1.14], [2.02, 0.02, -3.32], [1.20, 4.76, -1.94], [-0.25, 2.85, -2.37], [-2.18, -0.24, -2.08], [-1.56, -1.64, -1.06], [-3.06, -2.54, -0.39], [-0.52, -2.74, -2.16], [-1.14, -3.27, -3.30], [-0.42, -3.98, -4.25], [0.94, -4.17, -4.08], [1.58, -3.64, -2.97], [0.85, -2.94, -2.01], [-2.99, -0.62, -2.71], [-1.40, 0.17, -2.73], [-2.59, 0.57, -1.47], [-3.41, -3.26, -1.14], [-3.86, -1.81, -0.23], [-2.90, -3.07, 0.55], [-2.21, -3.12, -3.46], [-0.93, -4.37, -5.13], [1.51, -4.70, -4.83], [2.65, -3.76, -2.84], [1.38, -2.52, -1.17]], "homo_lumo_gap_ev": [5.318, 5.866], "e_tot_ev": -291620.270, "s2": 6.09, "charge": -1, "mol_weight_da": 840.40, "largest_force_ha_per_bohr": 0.010, "multiplicity": 5}

=====

8.
{"formula": "C24H21CoN3O3S2", "method": "ωB97M-V/def2-TZVPD", "species": ["Co", "O", "C", "O", "C", "C", "C", "C", "C", "C", "C", "C", "C", "N", "H", "H", "H", "H", "H", "H", "C", "C", "O", "S", "C", "C", "C", "C", "C", "C", "C", "C", "H", "H", "H", "H", "H", "H", "H", "S", "C", "N", "C", "C", "C", "N", "H", "H", "H", "H", "H", "H", "H", "H"], "xyz": [[0.14, 0.65, -1.06], [0.79, 4.55, -1.08], [0.73, 3.35, -0.92], [-0.24, 2.56, -1.27], [1.93, 2.65, -0.28], [2.97, 3.40, 0.30], [4.04, 2.73, 0.81], [4.10, 1.31, 0.73], [5.20, 0.56, 1.21], [5.21, -0.80, 1.09], [4.12, -1.47, 0.49], [3.04, -0.77, 0.02], [3.02, 0.64, 0.13], [1.95, 1.34, -0.35], [2.88, 4.47, 0.33], [4.86, 3.26, 1.27], [6.04, 1.08, 1.66], [6.05, -1.37, 1.45], [4.13, -2.55, 0.41], [2.21, -1.28, -0.45], [-4.88, -6.71, 4.96], [-4.32, -5.34, 5.24], [-3.35, -5.08, 5.86], [-5.40, -3.99, 4.47], [-4.26, -3.16, 3.46], [-2.90, -2.97, 3.82], [-2.07, -2.28, 2.98], [-2.56, -1.74, 1.75], [-3.94, -1.91, 1.43], [-4.77, -2.60, 2.27], [-1.73, -1.05, 0.90], [-0.98, -0.43, 0.13], [-4.34, -7.44, 5.56], [-4.76, -6.92, 3.90], [-5.94, -6.73, 5.18], [-2.53, -3.35, 4.75], [-1.03, -2.12, 3.23], [-4.31, -1.50, 0.50], [-5.81, -2.74, 2.02], [0.34, -0.12, -3.27], [0.42, 1.47, -3.98], [-0.68, 2.03, -4.45], [-0.73, 3.37, -5.04], [0.40, 4.21, -4.46], [1.71, 3.47, -4.61], [1.57, 2.12, -4.07], [-1.53, 1.53, -4.29], [-1.70, 3.80, -4.81], [-0.64, 3.29, -6.13], [0.20, 4.40, -3.40], [0.45, 5.17, -4.97], [2.51, 3.97, -4.06], [2.01, 3.41, -5.66], [2.38, 1.62, -3.72]], "homo_lumo_gap_ev": [8.331, 5.287], "de_lowest_kcal_mol": 0.0, "e_tot_ev": -95133.249, "s2": 6.05, "charge": 1, "mol_weight_da": 522.52, "largest_force_ha_per_bohr": 0.011, "multiplicity": 5}